Molecular formula: C22H45CdF6N8O13S6
Method: DFT, the ωB97M-V functional and the def2-TZVPD basis

Each line ends with the Mulliken charge.
Cartesian coordinates (Å):
Cd -2.7576 8.7099 -17.5506  1.042
C 0.6365 9.3599 -19.1820  -0.628
C -0.3261 8.1168 -19.5146  -0.679
O -1.6880 8.4610 -19.3009  0.209
H 0.3643 10.2727 -19.7120  0.313
H 1.6534 9.2542 -19.5598  0.336
H 0.5716 9.6267 -18.1272  -0.220
H -0.0523 7.2626 -18.8954  0.148
H -0.1566 7.8672 -20.5620  0.268
C 2.2381 14.2104 -18.6686  -0.923
C 2.6877 14.2817 -17.1515  -0.482
N 3.5208 13.1379 -16.8078  0.296
C 4.8131 13.0885 -16.3130  -0.326
C 5.1292 11.7826 -16.0053  -0.401
N 4.1012 11.0245 -16.4727  0.422
C 3.0600 11.8481 -16.8808  -0.539
C 4.0183 9.5869 -16.3080  -0.923
H 1.7806 15.1510 -18.9753  0.413
H 1.5753 13.4059 -18.9870  0.244
H 3.1317 14.0712 -19.2771  0.299
H 1.8489 14.3914 -16.4641  0.297
H 3.2838 15.1762 -16.9704  0.328
H 5.3245 14.0321 -16.1922  0.421
H 6.0769 11.3816 -15.6775  0.448
H 2.0754 11.4777 -17.1249  0.405
H 4.7571 9.0176 -16.8721  0.321
H 3.0522 9.2064 -16.6395  0.202
H 3.9973 9.3668 -15.2407  0.445
C -6.6149 14.0636 -22.9105  -1.160
C -5.4084 13.6413 -23.7424  -0.357
N -4.7460 12.4542 -23.0557  0.177
C -4.2469 12.4232 -21.7680  -0.753
C -3.7152 11.0942 -21.5093  -0.278
N -3.8643 10.4256 -22.6752  0.247
C -4.4873 11.2343 -23.6168  -0.082
C -3.2413 9.1581 -22.9592  -0.887
H -7.3493 13.2927 -22.6772  0.338
H -7.2414 14.8384 -23.3524  0.376
H -6.3293 14.5000 -21.9534  0.347
H -4.6675 14.4405 -23.7601  0.283
H -5.6497 13.4539 -24.7887  0.353
H -4.4539 13.1842 -21.0302  0.338
H -3.2218 10.6324 -20.6668  0.595
H -4.7384 11.0331 -24.6477  0.373
H -2.2284 9.0609 -22.5684  0.292
H -3.2211 8.9220 -24.0231  0.337
H -3.8837 8.4083 -22.4974  0.331
C -3.3677 5.7049 -20.8986  -1.205
C -2.7470 4.2669 -20.9081  0.083
C -1.2321 4.4028 -20.9482  -1.383
N -0.5436 3.1692 -21.5371  0.673
C 0.9817 3.4458 -21.6038  -1.199
C -1.0536 2.7821 -23.0059  -0.633
C -1.7128 1.3985 -22.8424  -0.501
C -0.9394 0.7614 -21.6992  -0.647
C -0.6892 1.8790 -20.6932  -0.446
H -3.1815 6.0426 -21.9181  0.367
H -2.8412 6.4473 -20.2989  -0.159
H -4.4209 5.7366 -20.6194  0.442
H -3.2519 3.7666 -21.7345  0.129
H -3.0564 3.8116 -19.9673  0.387
H -0.8899 4.7718 -19.9813  0.582
H -0.8981 5.2207 -21.5865  0.479
H 1.5303 2.5730 -21.9578  0.427
H 1.2118 3.7606 -20.5860  0.455
H 1.1524 4.3084 -22.2478  0.372
H -0.1583 2.6652 -23.6165  0.407
H -1.7423 3.4558 -23.5159  0.286
H -1.7175 0.7749 -23.7364  0.411
H -2.7424 1.5638 -22.5251  0.283
H -0.0265 0.2973 -22.0724  0.317
H -1.5872 -0.0391 -21.3420  0.367
H 0.2838 1.7368 -20.2230  0.287
H -1.4043 1.9734 -19.8760  0.342
N 5.6500 10.2872 -21.1169  -0.433
S 6.5699 10.7903 -20.0581  1.119
O 6.7308 10.0529 -18.8078  -0.567
O 6.7338 12.2357 -20.0791  -0.622
F 7.9233 10.3046 -20.8415  -0.345
S 4.2881 10.4734 -20.2120  1.248
O 3.7547 11.8176 -20.0343  -0.492
O 4.0535 9.4759 -19.2732  -0.485
F 3.3474 9.9704 -21.4335  -0.348
N -1.7339 7.8797 -16.2060  0.239
S -0.6194 8.0859 -15.2438  0.866
O 0.7517 7.9276 -15.6656  -0.447
O -0.9411 8.1036 -13.7966  -0.613
F -0.8118 9.7025 -15.5184  -0.419
S -1.7752 6.1713 -15.8854  0.952
O -2.6826 5.7242 -14.8455  -0.532
O -0.5808 5.3923 -16.1821  -0.574
F -2.6337 5.8241 -17.2492  -0.297
N -4.6439 8.5101 -17.6694  0.126
S -5.6367 8.5971 -18.8708  0.789
O -6.1853 9.9689 -19.0923  -0.574
O -6.4557 7.4605 -19.2662  -0.559
F -4.4059 8.5551 -19.9445  -0.162
S -5.8494 8.0111 -16.5444  0.979
O -6.1295 6.6021 -16.4963  -0.523
O -6.8945 8.9467 -16.1551  -0.550
F -4.9204 8.1163 -15.2051  -0.303

Calculated values
- orbital gap (eV) = 7.570
- HOMO energy (eV) = -10.715
- charge = +1
- energy relative to the best compared isomer or geometry (same formula, charge and spin) (kJ/mol) = 0.0


Molecular formula: C4H11NO2S
Method: DFT, the ωB97M-V functional and the def2-TZVPD basis

Each line ends with the natural charge from an NBO analysis.
Cartesian coordinates (Å):
O 2.0750 0.2889 -1.9987  -0.597
C 1.2216 0.9325 -1.4438  0.648
N 0.2834 0.4048 -0.6019  -0.619
C -0.0348 -1.0958 -0.5831  -0.239
C 0.3146 -1.6716 0.7791  -0.561
S -1.0201 -2.6525 1.5222  -0.068
C 1.2670 2.3933 -1.5483  -0.749
H -0.6184 0.9017 -0.4883  0.381
H -1.0978 -1.0219 -0.7873  0.206
H 0.4012 -1.6583 -1.4088  0.235
H 0.9438 -1.1711 1.4441  0.250
H 1.1743 -2.4927 0.6064  0.239
H -1.7214 -1.8844 2.5135  0.144
H 2.0743 2.8106 -0.8378  0.251
H 1.7068 2.8982 -2.5085  0.255
H 0.4305 3.1566 -1.3386  0.223
H -2.0058 2.5212 1.0595  0.460
H -1.5864 3.8841 1.5875  0.470
O -2.3218 3.2502 1.5979  -0.928

Calculated values
- orbital gap (eV) = 9.598
- HOMO energy (eV) = -9.366
- SMILES string = CC(=O)NCCS.O
- energy relative to the best compared isomer or geometry (same formula, charge and spin) (kJ/mol) = 192.0


Molecular formula: CH3N4
Method: DFT, the ωB97M-V functional and the def2-TZVPD basis

Each line ends with the natural charge from an NBO analysis.
Cartesian coordinates (Å):
C 0.2921 0.3112 -0.0548  0.705
N -0.9105 0.2450 -0.1626  -0.134
N -2.0330 -0.3363 0.0030  0.067
N -3.0746 -0.1488 -0.6058  -0.211
N 1.5656 0.3837 -0.1552  -0.732
H -3.8214 -0.8352 -0.3077  0.389
H 2.0855 -0.3342 0.2702  0.449
H 2.1201 0.9455 -0.7759  0.467

Calculated values
- orbital gap (eV) = 9.403
- HOMO energy (eV) = -14.836
- charge = +1
- SMILES string = [H]/N=N/N=C=[NH2+]
- energy relative to the best compared isomer or geometry (same formula, charge and spin) (kJ/mol) = 378.6


Molecular formula: CH7N4O
Method: DFT, the ωB97M-V functional and the def2-TZVPD basis

Each line ends with the natural charge from an NBO analysis.
Cartesian coordinates (Å):
C 0.6068 -0.3966 -2.4838  0.868
N -0.0913 -0.6682 -3.4094  -0.720
N -1.0264 -0.8145 0.6084  -0.503
N -0.5468 0.2594 0.0791  -0.199
N 1.0411 0.8089 0.6959  -0.760
O 1.4297 -0.0815 -1.7173  -0.604
H -1.1745 1.1091 0.3970  0.381
H -0.8494 -1.2143 -3.7976  0.463
H -0.3694 -1.5113 0.2432  0.394
H -1.3706 -0.7835 1.4981  0.380
H 1.0686 1.6896 1.3427  0.428
H 1.5152 0.0027 1.0173  0.408
H 1.7022 1.1376 -0.1304  0.463

Calculated values
- orbital gap (eV) = 10.678
- HOMO energy (eV) = -14.683
- charge = +1
- energy relative to the best compared isomer or geometry (same formula, charge and spin) (kJ/mol) = 132.2


Molecular formula: C7H9NO
Method: DFT, the ωB97M-V functional and the def2-TZVPD basis

Each line ends with the natural charge from an NBO analysis.
Cartesian coordinates (Å):
C 2.3611 -1.7551 0.2952  -0.253
C 1.2569 -1.3594 0.5859  -0.017
C -0.1269 -0.8487 0.9158  -0.350
C -0.1231 0.6674 1.2778  -0.214
C -0.7714 1.3587 -1.0584  -0.261
C -0.5509 -0.0741 -1.3673  -0.009
C -1.1053 -0.8212 -0.2506  0.050
H 3.3467 -2.4056 0.1811  0.274
H -0.5741 -1.2430 1.7968  0.241
H 0.7222 0.7624 2.0303  0.226
H -1.1498 1.0943 1.5741  0.213
H 1.2244 1.6329 -0.1067  0.377
H -0.2240 1.7560 -2.0348  0.204
H -1.7255 1.8693 -0.9487  0.222
H 0.6533 -0.1831 -1.3466  0.182
H -2.2571 -0.6468 -0.0790  0.207
N 0.1819 1.5906 0.1822  -0.633
O -1.1385 -1.3947 -1.6471  -0.459

Calculated values
- orbital gap (eV) = 10.231
- HOMO energy (eV) = -9.208
- SMILES string = C#C[C@H]1CNC[C@@H]2O[C@H]21
- energy relative to the best compared isomer or geometry (same formula, charge and spin) (kJ/mol) = 711.0


Molecular formula: C10H13NO2
Method: DFT, the ωB97M-V functional and the def2-TZVPD basis

Each line ends with the natural charge from an NBO analysis.
Cartesian coordinates (Å):
C 3.7494 1.3757 -0.3779  -0.684
C 3.7199 0.0178 0.5122  -0.231
C 1.5852 -1.1186 -0.2484  0.895
C -0.3798 -0.0734 0.1254  0.265
C -0.9953 1.1761 -0.0229  -0.233
C -2.3278 1.1099 -0.3087  -0.186
C -3.1005 0.0692 -0.0908  -0.257
C -4.4602 0.0234 -0.0956  -0.545
C -2.4932 -1.2103 0.2063  -0.087
C -1.0913 -1.2329 0.2638  -0.265
H 3.7958 2.2314 0.3229  0.225
H 4.7268 1.3872 -1.0763  0.214
H 2.8793 1.9578 -0.7413  0.235
H 4.8239 -0.2112 0.3980  0.214
H 3.6985 0.2437 1.7082  0.214
H 3.5010 -1.7553 -0.8279  0.418
H -0.3102 1.8888 -0.2447  0.224
H -3.2212 1.7794 -0.5846  0.229
H -4.8720 -1.4381 0.2375  0.204
H -5.1640 0.7625 0.7228  0.238
H -4.9957 0.3260 -1.3898  0.218
H -3.3135 -1.9533 1.1718  0.205
H -0.8321 -2.1805 0.6669  0.243
N 3.0455 -1.0998 0.0050  -0.667
O 1.0696 -2.0398 -0.8463  -0.582
O 0.9617 -0.0356 0.5148  -0.505

Calculated values
- orbital gap (eV) = 9.220
- HOMO energy (eV) = -8.591
- energy relative to the best compared isomer or geometry (same formula, charge and spin) (kJ/mol) = 963.0


Molecular formula: C3H9N5O2
Method: DFT, the ωB97M-V functional and the def2-TZVPD basis

Each line ends with the natural charge from an NBO analysis.
Cartesian coordinates (Å):
C -0.8454 -0.1503 0.1950  0.532
C 1.2904 0.7856 -0.4865  -0.341
C 2.1797 -0.2141 0.3704  0.772
H -1.0101 -3.1414 -0.1754  0.351
H -1.6530 -2.4257 1.0534  0.311
H -2.3457 1.0150 0.7569  0.397
H -2.5830 -0.5519 0.7408  0.330
H -0.5100 2.3616 -1.1586  0.332
H -0.3074 2.9759 0.2261  0.364
H 1.1076 0.3854 -1.4722  0.186
H 1.9081 1.7346 -0.6580  0.245
H 2.2745 -1.1011 -1.2951  0.485
N -1.4307 -2.2904 -0.0858  -0.659
N -0.4509 -1.2504 -0.2556  -0.412
N -2.0927 0.0677 0.8579  -0.762
N -0.0466 0.8920 0.1880  -0.256
N -0.6272 2.1615 -0.1443  -0.665
O 2.7926 -1.2499 -0.2427  -0.634
O 2.3497 -0.0041 1.5856  -0.577

Calculated values
- orbital gap (eV) = 8.957
- HOMO energy (eV) = -8.511
- SMILES string = N/N=C(\N)N(N)CC(=O)O
- energy relative to the best compared isomer or geometry (same formula, charge and spin) (kJ/mol) = 352.7


Molecular formula: C2H11N5
Method: DFT, the ωB97M-V functional and the def2-TZVPD basis

Each line ends with the natural charge from an NBO analysis.
Cartesian coordinates (Å):
C -0.8612 0.0831 0.1629  0.231
C -1.2552 -1.3198 -0.2380  -0.669
N 0.3829 0.3395 0.7052  -0.235
N 1.3176 -0.0710 -0.8107  -0.351
N 0.8516 -0.4751 1.7338  -0.675
N 2.0643 1.0001 -1.2164  -0.630
N -1.2893 1.0905 -0.7136  -0.881
H 1.9541 -0.7290 -0.3580  0.337
H -1.5884 0.3630 1.4229  0.016
H 0.9457 0.0907 2.5681  0.367
H 0.2636 -1.2772 1.9537  0.343
H 2.5596 1.4875 -0.4697  0.338
H 1.4929 1.6431 -1.7528  0.353
H -1.1225 2.0173 -0.3448  0.402
H -1.6283 0.7727 -1.6097  0.397
H -2.2670 -1.5059 0.1206  0.227
H -1.2273 -1.4267 -1.3210  0.217
H -0.5931 -2.0827 0.1675  0.213

Calculated values
- orbital gap (eV) = 8.619
- HOMO energy (eV) = -7.536
- energy relative to the best compared isomer or geometry (same formula, charge and spin) (kJ/mol) = 509.9


Molecular formula: CH3NOS2
Method: DFT, the ωB97M-V functional and the def2-TZVPD basis

Each line ends with the natural charge from an NBO analysis.
Cartesian coordinates (Å):
C 0.0998 0.2016 0.9016  -0.464
N 0.2653 0.2286 -0.5515  -0.355
O -0.7156 -0.5796 -1.1713  -0.502
S 1.6458 0.5228 1.6907  0.144
S -1.5920 -0.1496 -2.5399  0.328
H -0.8128 0.7531 1.3191  0.245
H -0.0616 -0.9870 1.2619  0.232
H 1.1710 0.0099 -0.9107  0.372

Calculated values
- orbital gap (alpha / beta) (eV) = 7.414 / 7.126
- HOMO energy (alpha / beta) (eV) = -9.198 / -9.402
- energy relative to the best compared isomer or geometry (same formula, charge and spin) (kJ/mol) = 436.1


Molecular formula: C6H13N2S
Method: DFT, the ωB97M-V functional and the def2-TZVPD basis

Each line ends with the natural charge from an NBO analysis.
Cartesian coordinates (Å):
C 0.1172 0.7485 -0.1817  0.326
C 0.3292 -0.8635 -2.4622  -0.283
C -1.0330 -0.5102 -1.8977  -0.235
C -1.2229 1.2168 2.0747  -0.613
C 1.1414 0.8301 2.1936  -0.564
C 0.0646 1.2318 1.1953  -0.393
N 0.8531 -1.9880 -1.6763  -0.450
N -0.9912 0.3159 -0.6850  -0.534
S 2.3902 -2.3276 -1.5104  0.667
H 0.2994 -1.4632 -3.4153  0.291
H 0.8757 -0.0089 -2.6414  0.237
H -1.5424 -0.0676 -2.7243  0.229
H -1.4631 -1.4791 -1.7561  0.231
H -1.9152 2.0434 1.8892  0.230
H -1.1055 1.1157 3.1511  0.241
H -1.6948 0.2677 1.8102  0.189
H 1.3229 -0.1330 1.9622  0.198
H 0.8575 0.8399 3.2220  0.227
H 2.0251 1.3736 2.0861  0.222
H 0.3209 2.2212 0.9744  0.258
H -1.8647 0.2520 -0.2609  0.401
H 2.2356 -3.6155 -1.3475  0.125

Calculated values
- orbital gap (alpha / beta) (eV) = 7.476 / 3.859
- HOMO energy (alpha / beta) (eV) = -13.345 / -11.492
- charge = +1
- energy relative to the best compared isomer or geometry (same formula, charge and spin) (kJ/mol) = 703.5


Molecular formula: C3H8N3
Method: DFT, the ωB97M-V functional and the def2-TZVPD basis

Each line ends with the natural charge from an NBO analysis.
Cartesian coordinates (Å):
C -0.9441 0.1229 -0.9395  0.454
C -1.1034 -0.5308 0.3527  -0.556
C 0.2945 -0.3958 1.0016  -0.243
N -2.3818 0.8139 -2.1098  -0.598
N 0.3150 0.4192 -1.2126  -0.440
N 1.1852 0.2098 -0.0590  -0.365
H -1.8977 -0.0609 0.9342  0.305
H -1.4016 -1.5725 0.2088  0.297
H 0.2619 0.2677 1.8646  0.254
H 0.6959 -1.3609 1.3063  0.256
H -1.8116 1.2063 -2.8600  0.281
H 0.6244 0.9900 -1.9858  0.458
H 1.5956 1.0999 0.2661  0.448
H 1.9654 -0.4210 -0.3051  0.449

Calculated values
- orbital gap (eV) = 7.552
- HOMO energy (eV) = -11.918
- charge = +1
- energy relative to the best compared isomer or geometry (same formula, charge and spin) (kJ/mol) = 726.5


Molecular formula: C2BrF3S
Method: DFT, the ωB97M-V functional and the def2-TZVPD basis

Each line ends with the natural charge from an NBO analysis.
Cartesian coordinates (Å):
C 0.2432 0.2428 0.9049  -0.352
C 0.6441 -0.5194 -0.3237  0.507
F -2.5722 1.5860 0.4089  -0.564
F 0.5690 0.4366 -1.4272  -0.345
F -0.1628 -1.4760 -0.7467  -0.293
S -1.0511 1.0678 1.2816  0.941
Br 2.3299 -1.3378 -0.0978  0.106

Calculated values
- orbital gap (eV) = 9.470
- HOMO energy (eV) = -11.261
- energy relative to the best compared isomer or geometry (same formula, charge and spin) (kJ/mol) = 222.1


Number 1: molecular weight 1048.447 g/mol, E_tot -147946.209 eV. Number 2: molecular weight 137.204 g/mol, E_tot -20745.313 eV. Number 3: molecular weight 71.063 g/mol, E_tot -7034.668 eV. Number 4: molecular weight 91.094 g/mol, E_tot -9148.673 eV. Number 5: molecular weight 123.155 g/mol, E_tot -10935.446 eV. Number 6: molecular weight 179.219 g/mol, E_tot -16156.719 eV. Number 7: molecular weight 147.138 g/mol, E_tot -14797.301 eV. Number 8: molecular weight 105.145 g/mol, E_tot -9698.130 eV. Number 9: molecular weight 109.175 g/mol, E_tot -26288.449 eV. Number 10: molecular weight 145.251 g/mol, E_tot -20235.189 eV. Number 11: molecular weight 86.118 g/mol, E_tot -7697.749 eV. Number 12: molecular weight 192.987 g/mol, E_tot -91100.718 eV.